Record 1
Below is a molecular structure, C39H31N5O2RuS2, with properties calculated with the ωB97M-V functional and the def2-TZVPD basis.

Geometry (Å):
Ru: -0.81 0.83 0.20
S: 6.01 2.15 1.33
S: -1.15 -6.70 -1.86
O: -0.43 1.52 2.07
O: 0.00 2.46 -0.61
N: 1.31 0.20 0.42
N: -1.17 0.36 -1.80
N: -0.29 -1.86 -0.38
N: -2.67 1.66 0.07
N: -1.99 -0.48 1.33
C: 1.12 1.09 3.79
C: -0.45 -0.62 3.14
C: 1.79 -1.07 0.47
C: -0.73 -4.20 -0.72
C: 0.16 4.12 -2.24
C: 1.16 -1.07 4.89
C: 1.66 0.23 4.72
C: 3.85 3.42 1.81
C: -2.60 4.36 -2.37
C: 3.10 -1.35 0.88
C: 3.94 -0.29 1.21
C: -0.49 1.39 -5.03
C: 1.40 -3.48 0.15
C: -2.04 3.42 -1.49
C: -0.63 3.29 -1.41
C: 2.73 -3.74 0.62
C: -1.68 -5.23 -1.16
C: 4.91 4.31 2.12
C: 0.53 -4.50 -0.25
C: 3.54 -2.72 0.95
C: -3.05 -5.19 -1.09
C: 0.06 0.68 2.95
C: 2.15 1.18 0.70
C: -3.66 -6.37 -1.60
C: 0.09 -1.47 4.13
C: 4.29 2.18 1.43
C: -0.43 5.01 -3.10
C: -3.36 -0.48 0.87
C: -1.08 -2.84 -0.77
C: -2.75 -7.27 -2.06
C: 6.13 3.73 1.97
C: 3.48 1.01 1.11
C: -1.56 0.52 -4.37
C: -1.82 5.14 -3.18
C: -2.96 2.66 -0.67
C: 0.93 -2.16 0.08
C: -3.73 1.00 0.84
C: -1.33 0.41 -2.93
C: -1.67 -0.97 2.47
H: -4.71 1.18 0.39
H: -2.05 -2.55 -1.16
H: 0.50 0.96 -4.90
H: -3.42 -0.90 -0.13
H: 1.50 2.10 3.67
H: 0.86 -5.53 -0.18
H: 0.20 5.63 -3.73
H: -2.93 -8.23 -2.50
H: 2.48 0.57 5.34
H: -4.02 -1.05 1.54
H: -2.55 0.95 -4.50
H: 1.59 -1.73 5.63
H: 7.10 4.16 2.16
H: 3.08 -4.76 0.67
H: 4.77 5.32 2.48
H: -3.72 1.39 1.86
H: 2.80 3.68 1.92
H: -1.58 -0.49 -4.79
H: -4.00 2.99 -0.71
H: -3.60 -4.37 -0.65
H: -4.73 -6.53 -1.63
H: -0.49 2.39 -4.60
H: -3.68 4.46 -2.40
H: 1.74 2.18 0.63
H: -2.27 5.86 -3.86
H: 1.23 4.02 -2.17
H: 4.95 -0.49 1.55
H: -0.70 1.47 -6.10
H: 4.55 -2.90 1.29
H: -2.38 -1.61 2.98
H: -0.35 -2.45 4.27

The calculation puts the HOMO energy (alpha / beta) at -0.3759 / -0.3736 Ha. The calculation puts the gap between HOMO and LUMO (alpha / beta) at 7.509 / 7.095 eV. As for the charge: +1. As for the LUMO energy (alpha / beta): -2.72 / -3.07 eV. The multiplicity is 2. The energy relative to the best compared isomer or geometry (same formula, charge and spin) is 5.12 kJ/mol. Its expectation value of S² is 0.755.

Listed below, in e, are the Mulliken charges computed for each atom: Ru -0.076; S -0.124; S -0.113; O -0.768; O -0.244; N 0.869; N -0.310; N 0.607; N 0.405; N 0.687; C -0.243; C 0.483; C -0.252; C 0.322; C -0.673; C -0.865; C -0.547; C -0.536; C -0.748; C 0.901; C -0.858; C -0.940; C 0.956; C 0.761; C 0.291; C -1.208; C 0.093; C -0.712; C -0.823; C -1.188; C -0.533; C 0.672; C -0.760; C -0.539; C -0.568; C 0.118; C -0.604; C -0.701; C -0.719; C -0.416; C -0.394; C 0.831; C -0.583; C -0.826; C -0.373; C -0.661; C -1.019; C 0.614; C -0.572; H 0.517; H 0.585; H 0.337; H 0.084; H 0.497; H 0.526; H 0.441; H 0.435; H 0.448; H 0.515; H 0.260; H 0.432; H 0.451; H 0.466; H 0.401; H 0.240; H 0.442; H 0.353; H 0.290; H 0.453; H 0.393; H 0.154; H 0.391; H 0.555; H 0.442; H 0.470; H 0.509; H 0.381; H 0.467; H 0.452; H 0.497

***

Record 2
Below is a molecular structure, C39H33AsCl3F10N6O9SSi2TeTi, with properties calculated with the ωB97M-V functional and the def2-TZVPD basis.

Geometry (Å):
Te: 2.81 -0.04 -1.74
As: -0.37 1.40 -3.35
Ti: -0.35 -0.02 0.11
Cl: 1.30 1.24 3.73
Cl: 3.76 0.67 2.32
Cl: 3.13 3.38 3.05
S: -1.32 -1.28 2.82
Si: 4.49 2.90 -2.18
Si: 4.19 -2.53 -3.40
F: -1.18 2.86 -3.03
F: 0.54 -0.08 -3.53
F: -6.36 2.52 0.48
F: 1.17 2.23 -3.35
F: -2.28 4.51 1.75
F: -3.24 6.88 1.19
F: -1.80 0.48 -3.13
F: -0.54 1.54 -5.05
F: -7.38 4.89 0.01
F: -0.10 1.26 -1.52
O: -0.88 -1.15 4.21
O: 1.31 3.12 0.83
O: 1.39 0.89 0.60
O: -2.16 -0.79 -0.01
O: -1.57 -2.92 2.57
O: -0.28 -4.22 -2.54
O: -0.01 -1.46 -1.12
O: -3.02 -5.11 -1.93
O: -4.34 -3.00 -0.31
N: -8.13 7.77 -0.96
N: -1.33 1.38 1.12
N: -0.03 -1.19 1.77
N: 1.99 -1.87 0.91
N: -4.87 9.55 1.09
N: -5.15 0.31 2.72
C: -2.68 -3.42 3.23
C: -1.09 -3.61 -1.88
C: -6.09 -5.09 5.23
C: -4.06 5.83 1.02
C: -2.17 -1.95 -0.60
C: 1.17 -1.87 1.96
C: -5.31 8.54 0.74
C: -6.10 4.84 0.42
C: -5.57 3.60 0.68
C: -3.21 -2.98 -0.73
C: 6.17 3.61 -1.73
C: -5.38 6.04 0.57
C: 1.63 2.02 1.18
C: 3.12 3.96 -1.51
C: -4.28 3.41 1.14
C: 3.50 -0.78 -3.59
C: 2.77 -3.12 3.24
C: -1.00 -2.32 -1.22
C: 2.92 -3.62 -2.59
C: -5.93 7.34 0.31
C: 5.74 -2.41 -2.35
C: -2.46 1.73 1.28
C: -5.03 -3.43 3.66
C: -3.94 -2.89 3.00
C: -2.53 -4.08 -1.57
C: 3.62 -3.12 2.13
C: -2.50 -4.47 4.12
C: 2.43 1.84 2.52
C: 4.48 1.18 -1.36
C: 4.64 -3.15 -5.11
C: -3.74 2.08 1.49
C: 3.17 -2.48 1.00
C: -4.52 1.10 2.16
C: 1.54 -2.50 3.17
C: -3.55 4.58 1.30
C: -3.61 -5.01 4.76
C: -4.88 -4.50 4.54
C: -7.14 7.54 -0.40
C: 4.36 2.71 -4.04
H: 3.40 2.29 -4.33
H: 4.44 3.69 -4.51
H: -4.08 -2.07 2.30
H: -6.69 -4.31 5.70
H: 5.09 -4.15 -5.05
H: -6.73 -5.62 4.53
H: 4.25 -0.09 -3.98
H: 3.15 4.93 -2.00
H: 6.49 -1.76 -2.82
H: 3.35 -4.58 -2.31
H: 3.07 -3.61 4.16
H: 4.52 1.29 -0.28
H: -5.79 -5.80 6.01
H: 4.58 -3.60 2.15
H: 2.13 3.53 -1.69
H: 0.89 -2.47 4.02
H: -1.51 -4.85 4.29
H: 5.16 2.09 -4.44
H: 2.62 -0.77 -4.24
H: 2.48 -3.18 -1.69
H: 6.28 4.61 -2.16
H: 5.36 0.61 -1.69
H: -6.01 -3.01 3.48
H: 3.22 4.12 -0.44
H: 5.36 -2.49 -5.60
H: 2.08 -3.82 -3.26
H: 6.19 -3.39 -2.20
H: 3.75 -3.22 -5.74
H: 5.53 -2.00 -1.36
H: 6.27 3.70 -0.65
H: -3.47 -5.84 5.45
H: 3.79 -2.45 0.11
H: 6.98 2.99 -2.10

The calculation puts the HOMO energy (alpha / beta) at -0.0810 / -0.0810 Ha. The calculation puts the gap between HOMO and LUMO (alpha / beta) at 4.631 / 2.722 eV. As for the charge: -2. As for the LUMO energy (alpha / beta): 2.43 / 0.52 eV. The multiplicity is 2. The energy relative to the best compared isomer or geometry (same formula, charge and spin) is 91.14 kJ/mol. Its expectation value of S² is 0.754.

Atomic partial charges in e from the Mulliken method, atoms 1 to 99: Te -0.968; As 2.130; Ti -0.222; Cl -0.107; Cl -0.147; Cl -0.160; S 0.658; Si 0.217; Si 0.107; F -0.479; F -0.444; F -0.345; F -0.352; F -0.335; F -0.351; F -0.509; F -0.481; F -0.348; F -0.473; O -0.792; O -0.628; O 0.353; O -0.596; O 0.030; O -0.611; O 1.458; O -0.581; O -0.616; N -0.723; N -0.269; N 0.606; N 1.017; N -0.720; N -0.594; C -0.353; C -0.433; C -1.474; C 0.198; C 0.854; C 0.133; C 0.187; C 0.096; C 0.386; C 0.086; C -1.165; C 0.427; C -0.306; C -0.687; C 0.430; C -0.571; C -0.683; C 0.260; C -0.511; C 0.075; C -1.012; C 0.657; C -1.164; C 0.414; C 0.063; C -0.941; C -0.594; C 1.093; C -0.488; C -1.127; C -0.244; C -0.051; C 0.044; C -1.010; C 0.088; C -0.640; C 1.017; C 0.210; C -1.005; H 0.291; H 0.384; H 0.529; H 0.340; H 0.317; H 0.295; H 0.375; H 0.468; H 0.338; H 0.519; H 0.399; H 0.285; H 0.339; H 0.449; H 0.161; H 0.589; H 0.418; H 0.312; H 0.495; H -0.111; H 0.308; H 0.581; H 0.390; H 0.218; H 0.319; H 0.263

***

Record 3
Below is a molecular structure, C39H33BrIN3O2PRe, with properties calculated with the ωB97M-V functional and the def2-TZVPD basis.

Geometry (Å):
Re: 0.18 1.32 0.06
I: 0.60 4.00 -0.40
Br: 0.30 4.44 3.02
P: 0.01 -2.21 -0.29
O: 0.12 -0.71 -0.52
O: 1.85 1.11 1.56
N: 2.37 1.26 -0.58
N: 2.79 1.45 -2.82
N: 4.08 1.25 1.04
C: -0.03 5.96 1.94
C: 2.76 1.20 0.71
C: -4.54 1.04 0.92
C: -0.34 -2.70 -2.97
C: 2.60 -2.33 0.64
C: -5.05 -0.23 -1.14
C: -0.19 6.98 -0.25
C: -1.37 -4.19 2.97
C: -1.30 -1.56 2.08
C: -4.66 -0.71 -2.37
C: 3.85 -2.89 0.79
C: -1.90 -3.87 -1.54
C: 0.02 5.87 0.55
C: -3.34 -0.51 -2.80
C: -1.89 -1.86 3.30
C: -1.87 -4.30 -3.90
C: -1.88 1.41 0.05
C: -2.39 -4.54 -2.64
C: -0.31 7.19 2.53
C: -0.79 -3.90 1.75
C: 3.25 1.38 -1.58
C: -3.65 1.75 1.69
C: -4.15 0.50 -0.32
C: 4.63 1.42 -1.26
C: 4.48 1.26 2.43
C: -0.86 -2.96 -1.70
C: -2.80 0.69 -0.77
C: -2.44 0.17 -2.02
C: -0.53 8.30 1.73
C: -0.46 8.20 0.35
C: -0.85 -3.36 -4.06
C: -1.92 -3.17 3.74
C: 1.67 -2.94 -0.19
C: 4.16 -4.08 0.14
C: 5.00 1.37 0.04
C: -0.78 -2.58 1.30
C: -2.36 1.99 1.23
C: 3.22 -4.70 -0.68
C: 1.97 -4.13 -0.85
H: -3.96 2.17 2.63
H: -0.62 9.07 -0.28
H: 1.79 1.42 -3.00
H: 3.41 1.58 -3.61
H: -0.77 9.25 2.19
H: 2.33 -1.43 1.17
H: -0.34 7.27 3.60
H: 0.47 -1.99 -3.08
H: 5.40 0.69 2.55
H: -1.43 0.35 -2.38
H: -1.25 -0.53 1.74
H: 5.38 1.52 -2.03
H: -6.05 -0.41 -0.77
H: -3.18 -5.27 -2.52
H: -1.72 2.61 1.85
H: -0.12 6.90 -1.32
H: 5.13 -4.53 0.27
H: -0.35 -4.68 1.15
H: 4.59 -2.43 1.42
H: 6.03 1.43 0.35
H: -0.45 -3.16 -5.04
H: -2.31 -1.07 3.90
H: -2.32 -4.05 -0.56
H: -3.05 -0.90 -3.76
H: 3.46 -5.63 -1.18
H: 4.66 2.29 2.76
H: -5.36 -1.23 -3.00
H: -5.57 0.91 1.24
H: 3.69 0.83 3.04
H: 1.24 -4.61 -1.49
H: -1.38 -5.21 3.32
H: -2.37 -3.41 4.70
H: -2.25 -4.83 -4.76

The calculation puts the HOMO energy (alpha / beta) at -0.5919 / -0.5882 Ha. The calculation puts the gap between HOMO and LUMO (alpha / beta) at 5.243 / 5.008 eV. As for the charge: +3. As for the LUMO energy (alpha / beta): -10.86 / -11.00 eV. The multiplicity is 2. Its expectation value of S² is 0.789.

Listed below, in e, are the Mulliken charges computed for each atom: Re 1.213; I 0.275; Br -0.125; P 0.899; O -0.553; O -0.836; N 0.246; N -0.307; N 0.302; C 0.561; C 0.364; C -0.521; C -0.256; C -0.574; C -0.873; C -0.637; C -0.807; C 0.009; C -0.723; C -0.782; C -0.609; C 0.302; C -0.588; C -0.748; C -0.607; C -0.199; C -0.812; C -0.473; C -0.478; C 0.823; C -1.182; C 0.897; C -1.163; C -1.023; C 0.796; C 1.255; C -0.263; C -0.585; C -0.625; C -0.842; C -0.637; C 0.429; C -0.674; C -0.297; C 0.406; C 0.503; C -0.719; C -0.238; H 0.501; H 0.407; H 0.125; H 0.261; H 0.414; H 0.403; H 0.428; H 0.433; H 0.393; H 0.213; H 0.048; H 0.505; H 0.491; H 0.474; H 0.083; H 0.388; H 0.435; H 0.542; H 0.507; H 0.502; H 0.466; H 0.493; H 0.531; H 0.476; H 0.469; H 0.369; H 0.469; H 0.520; H 0.326; H 0.454; H 0.453; H 0.448; H 0.451

***

The following largest force on an atom values (in eV/Å) correspond, in order, to the records above: 0.5, 1.2, 3.1.